# 1
{
  "formula": "C26H32BrInO4",
  "method": "wB97M-V/def2-TZVPD",
  "elements": ["In", "Br", "O", "O", "O", "O", "C", "C", "C", "C", "C", "C", "C", "C", "C", "C", "C", "C", "C", "C", "C", "C", "C", "C", "C", "C", "C", "C", "C", "C", "C", "C", "H", "H", "H", "H", "H", "H", "H", "H", "H", "H", "H", "H", "H", "H", "H", "H", "H", "H", "H", "H", "H", "H", "H", "H", "H", "H", "H", "H", "H", "H", "H", "H"],
  "positions_angstrom": [[-0.891, -0.692, -1.661], [-1.690, 4.149, 1.254], [2.208, -1.094, 2.551], [-2.019, 1.314, -2.129], [0.008, -2.661, -2.663], [-1.799, 1.109, 0.095], [0.069, 0.713, 3.521], [1.512, -1.925, 1.567], [4.226, -0.186, 1.472], [-1.913, -0.207, 2.780], [0.671, 2.514, -1.466], [-0.595, -0.510, 3.228], [-3.151, 3.901, 0.105], [-5.183, 4.870, -0.828], [2.766, -2.138, 0.729], [1.477, 1.663, 0.521], [1.166, -3.523, -2.560], [-5.353, 3.721, -1.608], [-4.124, 4.911, 0.081], [-3.276, 2.806, -0.775], [-1.030, -3.326, -3.416], [-2.088, 1.200, 2.872], [4.335, -2.316, 2.745], [-2.298, 1.679, -0.916], [-0.886, 1.763, 3.389], [3.470, -1.415, 1.891], [0.642, 3.541, -0.503], [-4.409, 2.707, -1.570], [1.201, 3.031, 0.710], [0.976, -4.729, -3.476], [-0.484, -4.653, -3.949], [1.285, 1.373, -0.868], [1.249, -3.826, -1.509], [1.158, -5.659, -2.934], [3.030, -3.172, 0.533], [1.667, -4.680, -4.324], [-2.983, 1.752, 2.597], [0.299, 2.586, -2.483], [0.250, 4.540, -0.662], [1.397, 3.563, 1.635], [-4.042, 5.761, 0.745], [-1.062, -5.490, -3.548], [3.583, 0.562, 1.011], [-0.164, -1.499, 3.314], [3.779, -3.170, 3.136], [2.059, -2.934, -2.803], [-0.720, 2.801, 3.653], [-5.844, 5.727, -0.934], [4.678, 0.228, 2.378], [-2.635, -0.927, 2.406], [1.114, 0.813, 3.786], [-4.503, 1.815, -2.189], [2.763, -1.553, -0.196], [-0.552, -4.677, -5.040], [-1.887, -3.463, -2.745], [4.705, -1.714, 3.574], [1.655, 0.480, -1.382], [5.006, -0.457, 0.747], [1.729, 0.947, 1.319], [-6.228, 3.602, -2.236], [-1.343, -2.648, -4.221], [5.198, -2.670, 2.164], [1.114, -2.830, 2.052], [0.705, -1.400, 1.034]],
  "mulliken_charge": [0.958, -0.017, -0.457, -0.835, -0.334, -0.349, -0.566, -0.455, -1.448, -0.837, -0.841, -0.535, 0.199, -0.595, -0.714, 1.132, -0.279, -0.476, -0.624, 0.474, -0.439, -0.042, -1.783, 0.589, -0.871, 1.786, -0.582, -0.708, -1.487, -0.482, -0.565, -0.806, 0.118, 0.272, 0.261, 0.263, 0.591, 0.366, 0.709, 0.570, 0.409, 0.268, 0.247, 0.700, 0.386, 0.264, 0.600, 0.382, 0.443, 0.448, 0.505, 0.369, 0.111, 0.245, 0.301, 0.435, 0.934, 0.366, -0.132, 0.367, 0.352, 0.359, 0.479, 0.002],
  "e_above_lowest_kcal_mol": 31.0,
  "gap_ev": [5.709, 6.333],
  "e_lumo_ev": [-1.4, -0.7]
}



# 2
{
  "formula": "C9H15N4S",
  "method": "wB97M-V/def2-TZVPD",
  "elements": ["S", "N", "N", "N", "N", "C", "C", "C", "C", "C", "C", "C", "C", "C", "H", "H", "H", "H", "H", "H", "H", "H", "H", "H", "H", "H", "H", "H", "H"],
  "positions_angstrom": [[3.977, 0.442, -1.880], [1.031, -0.231, 0.650], [2.289, 1.415, 1.424], [1.319, 0.673, 1.448], [3.014, 1.339, 0.280], [-2.109, -0.766, -1.262], [-2.981, -0.531, -0.020], [4.787, 2.023, -1.261], [4.042, 2.321, 0.065], [-2.502, -1.299, 1.213], [2.843, 0.421, -0.671], [-0.673, -0.174, -1.054], [-1.087, -0.806, 1.371], [-0.113, -0.847, 0.129], [-4.023, -0.852, -0.357], [-0.844, 0.962, -0.911], [-0.010, -0.201, -1.967], [5.723, 1.772, -1.131], [-2.936, -1.152, 2.242], [3.485, 3.314, -0.067], [4.528, 2.670, -2.001], [-2.592, -2.350, 1.138], [-0.695, -1.505, 2.159], [-3.004, 0.601, 0.247], [0.108, -1.893, -0.018], [-2.847, -0.518, -2.135], [-2.043, -1.831, -1.299], [4.710, 2.310, 0.978], [-1.101, 0.289, 1.802]],
  "mulliken_charge": [-0.035, 0.276, -1.077, 0.265, 0.547, -0.737, -0.523, -0.593, -0.478, -0.823, 0.281, -0.626, -0.693, 0.459, 0.350, 0.277, 0.363, 0.425, 0.322, 0.271, 0.383, 0.386, 0.369, 0.260, 0.060, 0.319, 0.341, 0.290, 0.343],
  "e_above_lowest_kcal_mol": 101.9,
  "charge": 1,
  "gap_ev": [7.230, 7.231],
  "e_lumo_ev": [-5.9, -5.9]
}



# 3
{
  "formula": "C11H16CrO3S2Se2",
  "method": "wB97M-V/def2-TZVPD",
  "elements": ["Se", "Se", "Cr", "S", "S", "O", "O", "O", "C", "C", "C", "C", "C", "C", "C", "C", "C", "C", "C", "H", "H", "H", "H", "H", "H", "H", "H", "H", "H", "H", "H", "H", "H", "H", "H"],
  "positions_angstrom": [[-0.318, 1.791, 0.545], [2.051, 0.316, -1.751], [1.060, -0.107, 0.433], [-0.026, -2.094, 0.564], [1.190, -0.134, 2.766], [-0.309, 3.927, -3.849], [-2.613, 1.012, -1.703], [3.042, -1.141, 0.672], [0.929, 1.351, -2.993], [-0.746, -4.078, 4.018], [-1.360, 0.655, -2.285], [-0.419, 1.842, -2.473], [0.433, -1.654, 3.244], [-0.072, -2.528, 2.275], [-1.055, 2.742, -3.546], [-0.246, 2.686, -1.201], [0.330, -2.009, 4.596], [-0.659, -3.732, 2.678], [-0.249, -3.207, 4.985], [-1.050, -4.398, 1.915], [-0.318, -3.461, 6.038], [0.710, 3.208, -1.225], [-1.044, 3.429, -1.140], [3.436, -0.771, 1.474], [1.527, 2.202, -3.305], [-2.067, 2.999, -3.227], [-2.443, 1.132, -0.758], [3.658, -1.011, -0.062], [0.714, -1.318, 5.339], [-1.572, 0.229, -3.270], [-1.202, -5.018, 4.308], [-0.876, -0.113, -1.693], [-1.129, 2.187, -4.485], [0.775, 0.716, -3.868], [-0.082, 4.348, -3.014]],
  "lowdin_spin": [-0.032, -0.010, 1.049, -0.025, 0.008, 0.000, -0.001, 0.005, 0.005, 0.002, 0.000, 0.000, -0.002, -0.002, 0.001, 0.004, 0.001, -0.002, -0.002, 0.000, 0.000, 0.000, -0.001, 0.001, 0.000, 0.000, -0.001, 0.000, 0.000, 0.000, 0.000, 0.000, 0.000, -0.001, 0.000],
  "multiplicity": 2,
  "e_above_lowest_kcal_mol": 4.3,
  "charge": -1,
  "gap_ev": [6.818, 7.059],
  "e_lumo_ev": [2.6, 2.6]
}